Here is a cluster of 2 separate species, H4O2 in total at a distorted geometry from the Open Molecules 2025 dataset. Energies are from the ωB97M-V functional and the def2-TZVPD basis.

Positions of all 6 atoms, in Å:
O -1.400741 -0.640855 -0.782243
H -1.021800 -1.454778 -1.043672
H -0.681310 -0.227871 -0.269231
O 0.743477 0.602534 0.508093
H 0.854516 1.456344 0.760904
H 1.505857 0.264626 0.826148

Cartesian forces (eV/Å) of the 3 atoms listed first:
-0.2 1.3 0.6
0.4 -1.4 -0.6
-0.4 0.0 -0.2

Structure (SMILES): O.O
Frontier orbital gap, Eh: 0.41735

***

Here is a cluster of 2 separate species, H4O2 in total at a distorted geometry from the Open Molecules 2025 dataset. Energies are from the ωB97M-V functional and the def2-TZVPD basis.

Positions of all 6 atoms, in Å:
O 1.282842 -0.122866 -0.032337
H 2.198468 -0.439599 -0.152691
H 1.309190 0.800393 -0.345743
O -1.805948 -0.130291 -0.175974
H -1.901777 0.604353 0.476166
H -1.082775 -0.711990 0.230581

Cartesian forces (eV/Å) of the 3 atoms listed first:
0.8 0.4 -0.2
-0.7 0.2 0.1
-0.1 -0.6 0.2

Structure (SMILES): O.O
Frontier orbital gap, Eh: 0.43452

***

Here is a cluster of 2 separate species, H4O2 in total at a distorted geometry from the Open Molecules 2025 dataset. Energies are from the ωB97M-V functional and the def2-TZVPD basis.

Positions of all 6 atoms, in Å:
O 0.521865 -0.556303 -1.600929
H 0.931715 -0.994695 -0.825471
H -0.214028 -0.080406 -1.213691
O -0.479692 0.181598 1.208048
H -0.717927 0.738598 1.917478
H -0.041933 0.711209 0.514565

Cartesian forces (eV/Å) of the 3 atoms listed first:
0.6 -0.3 0.8
-0.3 0.2 -0.7
-0.4 -0.1 -0.2

Structure (SMILES): O.O
Frontier orbital gap, Eh: 0.45373

***

Results for energy above the lowest of the compared OMol25 structures with the same formula, charge and spin: 9.3; 4.4; 5.7 (in kcal per mole, following the order of the records).
Results for energy: -4159.538; -4159.747; -4159.693 (in eV, following the order of the records).